1.
19
Properties=species:S:1:pos:R:3:forces:R:3:nbo_charge:R:1 method="wB97M-V/def2-TZVPD" total_energy_ev=-16155.94135 lumo_ev=0.98 homo_ha=-0.314 e_above_lowest_kj_mol=201.6 smiles="C1=CCCC1.NP"
C -1.835821 0.926259 0.731458 1.3361 3.6819 0.6726 -0.4393
C -0.971402 0.393400 -0.369590 -0.1131 -0.5641 -0.1386 -0.4103
C -2.095886 -0.238084 1.559390 1.1799 -0.6244 1.3457 -0.1880
C -0.415093 -0.931177 0.107094 -1.1946 -0.4527 2.0409 -0.4621
C -1.231373 -1.243657 1.346464 -1.9937 2.2274 -1.4836 -0.1676
N 2.366286 -0.410475 -1.502559 -1.7586 0.8175 1.0041 -1.1290
P 3.139039 0.829515 -0.544572 -1.0877 -0.2518 0.9762 0.4777
H -1.210236 1.763848 1.254227 -0.9967 -1.4540 -0.0988 0.2012
H -2.732113 1.515450 0.474453 0.1917 -0.5840 -0.4886 0.2179
H -1.579535 0.314474 -1.222314 -1.0039 -1.0398 -1.2709 0.2117
H -0.211969 0.968510 -0.778552 1.5948 1.8732 -0.0686 0.2104
H -2.742889 -0.094226 2.393049 -0.6381 -0.5403 0.5101 0.2053
H 2.308985 1.775916 -1.110001 -0.3169 1.0998 0.0522 -0.0559
H -0.578276 -1.669631 -0.592265 -0.3713 -1.8241 -1.7611 0.2145
H 0.586805 -1.098171 0.420326 1.3296 0.8287 0.0784 0.2081
H -1.342722 -2.172178 1.794126 0.3758 -1.6031 0.9408 0.2065
H 1.411580 -0.553823 -1.016299 2.5891 -0.7167 -1.2927 0.3885
H 3.058417 -1.132993 -1.465561 -0.6469 -1.3834 0.0750 0.3692
H 4.076202 1.057043 -1.478876 1.5245 0.5099 -1.0930 -0.0586



2.
7
Properties=species:S:1:pos:R:3:forces:R:3:nbo_charge:R:1 method="wB97M-V/def2-TZVPD" total_energy_ev=-27841.09162 lumo_ev=-0.23 homo_ha=-0.337 e_above_lowest_kj_mol=283.2 smiles="O=[SH]1(O)OS1"
O 0.852217 1.345832 -0.109812 0.2800 1.1626 -0.7542 -0.8904
O -1.293655 0.317059 -0.271037 -2.4640 0.1249 -0.3040 -0.9689
O 0.176265 -1.161898 -0.840579 0.9240 -0.2303 -0.1634 -0.7373
S 1.886255 -1.256526 -0.229457 0.7295 -1.0455 -0.2178 -0.0258
S 0.241572 0.079884 0.038277 -0.8989 0.7429 0.9196 2.0559
H -2.029326 0.867485 0.088219 1.7572 -0.1140 0.1096 0.5403
H 0.166672 -0.191836 1.324389 -0.3277 -0.6406 0.4100 0.0262



3.
65
Properties=species:S:1:pos:R:3:forces:R:3:nbo_charge:R:1 method="wB97M-V/def2-TZVPD" total_energy_ev=-31104.07398 lumo_ev=-4.86 total_charge=+1 homo_ha=-0.402 e_above_lowest_kj_mol=0.0
C -4.678801 1.813859 4.927490 -0.1568 0.2634 0.1725 -0.6318
C -3.877069 0.884028 4.072585 0.1981 -0.1547 -0.1297 0.0072
C -3.127642 -0.126133 4.668718 -0.1112 0.0402 -0.1906 -0.2114
C -2.404531 -1.048522 3.916479 -0.0249 0.3367 -0.1400 -0.0263
C -1.686322 -2.107580 4.714354 0.0869 -0.2862 0.4818 -0.6487
C -2.397454 -0.938542 2.510992 -0.0806 -0.0364 0.0755 0.0144
C -1.621972 -1.919366 1.640317 0.0060 0.2198 -0.2748 -0.2424
C -2.280334 -3.312816 1.668255 0.1076 -0.0212 -0.0605 -0.6015
C -0.112439 -1.958790 1.977519 -0.8469 -0.6424 0.0757 -0.5276
C 0.634604 -0.698886 1.871253 0.7475 -0.0636 1.1771 0.1878
C 1.887626 -0.462117 2.458257 0.0960 -0.1664 0.0875 -0.1510
C 2.439358 0.875421 2.451222 0.4027 0.1780 -0.3651 0.1565
C 1.689246 2.020584 1.861802 -0.0214 0.5813 0.0520 -0.6665
C 3.707132 1.136113 2.948236 -0.3409 0.0309 -0.0306 -0.2646
C 4.461382 0.139824 3.575848 -0.1604 0.1123 -0.2636 0.1655
C 5.807945 0.436815 4.153072 0.1375 -0.2067 0.1513 -0.6583
C 3.924968 -1.148645 3.645315 -0.1811 -0.2453 -0.0436 -0.2656
C 2.695533 -1.486396 3.100087 0.1643 0.1415 0.3548 0.1472
C 2.289416 -2.916065 3.261658 0.4180 -0.6549 0.0065 -0.6579
C -3.192248 0.049326 1.897800 0.2167 0.0059 0.1271 -0.0156
C -3.349586 0.113537 0.401065 -0.0140 0.2361 -0.3110 -0.6464
C -3.886442 0.970232 2.680288 0.0037 -0.1544 0.2573 -0.2186
H -5.155621 2.584232 4.316156 0.0213 -0.0482 0.1621 0.2186
H -5.463351 1.268717 5.470010 0.1593 0.1299 -0.1534 0.2295
H -4.046054 2.301579 5.679407 -0.1403 -0.0469 -0.1492 0.2231
H -3.116682 -0.214291 5.757838 -0.0645 0.0177 -0.2649 0.2089
H -1.506224 -3.044510 4.182335 0.0128 0.2750 0.1516 0.2094
H -0.727056 -1.737955 5.111456 -0.1646 -0.0835 -0.1459 0.2131
H -2.300479 -2.362749 5.592738 0.2490 0.0690 -0.2829 0.2386
H -1.662877 -1.587720 0.598356 -0.1484 0.0422 0.1794 0.2220
H -3.317137 -3.232691 1.316458 0.2690 0.0031 0.0592 0.2296
H -1.751500 -4.013553 1.011406 -0.0807 0.0679 0.0857 0.2095
H -2.316820 -3.742480 2.674783 0.0003 0.0476 -0.3189 0.2068
H -0.021001 -2.312128 3.007799 0.2894 -0.1732 -0.3244 0.2599
H 0.344454 -2.710814 1.308512 0.0299 0.1303 0.2759 0.2638
H 0.153386 0.099450 1.326078 0.0193 0.1950 0.0205 0.2751
H 2.167664 2.961902 2.167669 -0.2297 -0.2772 -0.1087 0.2354
H 1.703929 1.978880 0.766827 -0.0363 -0.0413 0.2572 0.2578
H 0.646769 2.042453 2.197405 0.1897 0.0235 -0.1262 0.2318
H 4.116774 2.147641 2.863171 -0.2166 -0.3508 0.1147 0.2304
H 6.212871 -0.464097 4.624139 0.0251 0.2598 -0.0207 0.2312
H 6.514655 0.762990 3.378967 -0.2265 -0.0191 0.0871 0.2524
H 5.748497 1.237146 4.902053 -0.0204 -0.1577 -0.1800 0.2510
H 4.507023 -1.924446 4.147596 -0.1904 0.2006 -0.1991 0.2267
H 3.172572 -3.509927 3.530458 -0.1956 0.1920 -0.0520 0.2370
H 1.578109 -3.056687 4.090450 -0.0062 0.1238 -0.3595 0.2456
H 1.886385 -3.352524 2.343926 0.0239 0.0692 0.3317 0.2326
H -3.838492 1.054297 0.116501 0.0355 -0.2672 0.0484 0.2222
H -2.385877 0.086173 -0.121313 -0.2935 -0.0435 0.0573 0.2171
H -3.971394 -0.715159 0.025718 0.2162 0.2234 0.0997 0.2270
H -4.461604 1.756996 2.189465 0.0452 -0.2199 0.1354 0.2105
C -0.028994 3.310679 -4.059051 -0.0861 0.2029 -0.2193 -0.6444
C -0.025654 2.437330 -2.838165 0.0287 -0.1230 -0.0960 0.0495
C 0.648218 1.212634 -2.841817 0.0227 -0.2655 0.5586 -0.2547
C 0.672133 0.443934 -1.671994 -0.3555 0.5327 -0.1975 0.0554
N 0.065857 0.827653 -0.536709 -0.1164 0.6089 -0.5660 -0.5173
C -0.581024 2.011466 -0.534603 0.1557 -0.2437 -0.6205 0.0418
C -0.677541 2.824589 -1.665413 0.1759 -0.2971 0.4786 -0.2493
H -0.566394 4.244509 -3.867806 0.0961 -0.1588 -0.0705 0.2257
H 0.992727 3.564424 -4.371451 -0.2095 -0.0963 0.1326 0.2363
H -0.507895 2.810337 -4.910586 0.0818 0.0539 0.2145 0.2385
H 1.160282 0.849973 -3.733952 -0.1273 0.1642 0.2252 0.2304
H 1.205172 -0.509705 -1.643732 -0.1827 0.2298 -0.0158 0.1957
H -1.033064 2.339178 0.409163 0.0844 -0.2777 -0.3069 0.2020
H -1.239778 3.756016 -1.601070 0.2131 -0.1856 -0.1069 0.2291



4.
66
Properties=species:S:1:pos:R:3:forces:R:3:nbo_charge:R:1 method="wB97M-V/def2-TZVPD" total_energy_ev=-126591.65371 lumo_ev="1.13 / 1.15" total_charge=-1 homo_ha="-0.216 / -0.210" e_above_lowest_kj_mol=81.5 s2=0.7632 spin_multiplicity=2
Cr -0.280900 0.075600 -0.175400 -0.4104 0.8024 -1.6710 1.2206
O 3.240600 1.828000 1.733400 -0.2406 0.0896 -0.2940 -0.9981
P 1.838100 1.047200 1.859100 0.5353 0.1632 0.5616 2.5606
O 1.939200 -0.017100 2.870300 0.1725 -0.0225 0.1308 -1.1342
O 1.456400 0.655000 0.442400 -0.2136 -0.2180 -0.4595 -1.0810
O 0.870600 2.265800 2.251000 -0.4413 -0.5974 -0.0060 -1.0857
P -0.757600 1.964500 2.232400 0.1105 0.9852 0.6490 2.5416
O -1.250800 3.440500 2.613900 -0.2282 -0.3816 0.4198 -0.9912
O -1.146100 0.966600 3.228200 -0.1162 0.0398 0.2517 -1.1086
O -1.131300 1.755200 0.778700 0.2089 -1.1165 -0.6791 -1.1178
H 3.826200 1.409500 2.361300 0.3749 -0.1284 0.3250 0.5051
H -0.962800 4.051400 1.934600 0.1002 0.3000 -0.2913 0.4969
O -3.246400 0.728400 -5.029600 -0.2382 -0.4327 0.0020 -0.6848
C -2.448000 1.766300 -4.912700 0.0937 0.2103 0.0108 0.7840
O -2.402500 2.638000 -5.748400 0.0362 -0.0253 0.0948 -0.5964
C -1.595000 1.816500 -3.691500 0.2065 -0.0951 0.2529 -0.2678
C -0.764300 2.859600 -3.302200 -0.0429 -0.4559 -0.0659 0.1811
Cl -0.456200 4.338300 -4.055700 0.0498 0.1694 0.0127 0.1097
N -0.139800 2.509300 -2.149500 -0.2515 -0.1059 -0.7291 -0.1632
N -0.518200 1.282900 -1.782900 -0.5895 0.1183 -0.6268 -0.2260
C -1.412800 0.854600 -2.668500 0.2935 0.8405 0.0296 0.0685
C -2.201100 -0.336600 -2.230000 -0.2233 0.0127 -0.5177 0.7976
O -3.042700 -0.847700 -2.979400 0.2447 0.1348 0.1796 -0.6542
O -1.949200 -0.663400 -1.035500 0.0449 -0.2984 0.8289 -0.6709
C 0.472300 3.388200 -1.218500 0.4043 0.5494 0.4989 0.1022
C -0.332400 4.373200 -0.657100 0.0920 -0.1276 -0.0608 -0.1416
C 0.196700 5.204900 0.312100 -0.0580 0.0952 -0.1574 -0.2774
C 1.530000 5.085600 0.673400 0.0953 0.0137 0.0169 -0.1864
C 2.329900 4.120100 0.089600 0.0344 0.1189 -0.0439 -0.1800
C 1.797100 3.243900 -0.842800 -0.1840 0.0446 -0.3270 -0.1721
H -3.201100 0.059000 -4.268600 0.1270 0.2777 -0.0720 0.5118
H -1.362800 4.465400 -0.969900 -0.0813 -0.0653 0.0432 0.2196
H -0.435400 5.945000 0.784300 -0.0029 0.1364 -0.0343 0.2179
H 1.940300 5.748100 1.419500 0.0674 0.0477 0.1016 0.2150
H 3.367900 4.029100 0.370500 -0.0083 -0.0492 0.0419 0.2311
H 2.396600 2.455000 -1.269600 0.0663 -0.1005 -0.0763 0.2445
C 0.706700 -1.338800 -1.514100 -0.2105 0.1278 0.5875 -0.6951
C 1.874800 -0.688400 -2.076100 0.5553 0.0397 -0.2918 0.0172
C 1.826400 -0.054000 -3.328500 -0.0367 -0.0937 0.1959 -0.1929
C 2.917200 0.608200 -3.840100 0.3513 0.1553 0.0699 -0.1688
C 4.106600 0.671200 -3.103900 -0.8813 -0.5285 0.3113 -0.2554
C 4.177500 0.030700 -1.860100 0.1219 0.1193 -0.2366 -0.1535
C 3.090300 -0.650600 -1.372000 -0.1264 0.0446 -0.1650 -0.1998
C 5.234700 1.323800 -3.631800 0.6696 0.4504 -0.3055 0.3128
N 6.158900 1.852400 -4.067000 0.1599 0.0894 -0.0646 -0.3659
H 0.986400 -2.209700 -0.922500 -0.0197 -0.0523 0.1203 0.2014
H 0.017700 -1.655900 -2.299900 -0.1049 0.1172 0.1971 0.2027
H 0.912500 -0.097900 -3.906300 -0.0571 -0.0104 -0.0313 0.2032
H 2.871800 1.082100 -4.810700 -0.0226 0.0250 -0.0534 0.2198
H 5.099000 0.082300 -1.297600 0.0523 -0.0483 0.0425 0.2172
H 3.156500 -1.149900 -0.417500 -0.0051 -0.0168 0.0997 0.2137
N -0.799400 -4.994600 4.584700 0.1458 0.4475 -0.0755 -0.7626
C -1.739200 -4.251800 3.953200 -0.7216 -1.2359 0.7369 0.1099
S -3.330500 -4.679000 4.091600 0.0445 0.0004 0.0078 -0.1531
C -1.302800 -3.160700 3.101900 0.6132 1.3191 -0.9663 -0.0980
C -2.212000 -2.204200 2.633400 0.1989 -0.4472 0.3771 -0.1857
C -1.793100 -1.240000 1.748900 -0.1780 0.0202 -0.0803 0.1123
N -0.543800 -1.173000 1.271700 -0.3909 -1.3532 1.3723 -0.4605
C 0.345300 -2.038700 1.764900 0.3243 0.1524 -0.2044 0.0818
C 0.024600 -3.025000 2.668300 -0.6122 -0.1955 0.2545 -0.1833
H -1.136200 -5.712500 5.204600 -0.0090 0.0478 -0.0211 0.4082
H 0.118500 -4.618100 4.756300 0.0122 -0.0164 -0.0492 0.3919
H -3.239500 -2.232000 2.965600 0.0395 0.0224 -0.0533 0.2476
H -2.483000 -0.498400 1.375700 -0.0316 -0.0427 -0.0003 0.2360
H 1.359900 -1.922400 1.418400 0.0021 -0.0335 -0.0430 0.2248
H 0.798500 -3.701600 2.995500 0.0888 -0.0337 -0.0705 0.2040